{
  "formula": "C4HLiMgO4",
  "method": "ωB97M-V with the def2-TZVPD basis set",
  "homo_lumo_gap_ev": [7.63, 7.45],
  "charge": 1,
  "spin_multiplicity": 2,
  "relative_energy_kcal_mol": 121.5,
  "largest_force_ev_per_a": 5.53,
  "lumo_ev": [-3.497, -4.597],
  "e_homo_ev": [-11.13, -12.05],
  "symbols": ["O", "C", "C", "C", "H", "Li", "O", "C", "O", "O", "Mg"],
  "positions_angstrom": [[-0.43500, 0.88675, 0.05133], [0.45953, 0.77411, -0.63128], [-3.07658, 3.22161, 0.60537], [-2.29771, 3.84035, -0.22425], [-1.81916, 3.81370, -1.19280], [-2.32619, 1.20398, 0.97568], [-2.71013, 5.01138, 0.82619], [-2.26912, 4.68534, 2.04404], [-2.26337, 5.49242, 2.97711], [-2.51978, 3.42493, 2.19285], [-2.17834, 4.75839, 4.86640]],
  "forces_ev_per_a": [[-0.21, -0.06, 0.10], [0.11, -0.01, -0.04], [-0.64, -5.13, -1.96], [-0.89, 0.47, 1.40], [-0.27, 1.02, 0.19], [-0.23, 0.44, -0.03], [3.01, 2.89, -1.11], [-4.00, -0.81, 0.31], [1.47, 0.68, 0.66], [1.73, 0.28, 0.83], [-0.07, 0.22, -0.37]],
  "mulliken_charge": [-0.07, 0.05, -0.66, -0.02, 0.40, 0.94, -0.28, 0.96, -0.59, -0.24, 0.51]
}


{
  "formula": "C4HLiO4Pb",
  "method": "ωB97M-V with the def2-TZVPD basis set",
  "homo_lumo_gap_ev": 8.25,
  "charge": 2,
  "relative_energy_kcal_mol": 0.0,
  "largest_force_ev_per_a": 3.96,
  "lumo_ev": -10.190,
  "e_homo_ev": -18.44,
  "symbols": ["O", "C", "C", "C", "H", "Li", "O", "C", "O", "O", "Pb"],
  "positions_angstrom": [[-1.81952, -0.19869, -1.83199], [-2.21803, -0.93732, -2.59059], [1.49617, 0.55447, -0.26069], [1.44736, 0.60474, -1.46885], [1.44691, 0.83173, -2.52265], [-0.94913, 1.14029, -0.49927], [1.59946, -0.25533, 0.79700], [0.47356, -0.43944, 1.50916], [0.54000, -1.02423, 2.59737], [-0.56390, 0.21263, 1.17147], [-1.45289, -0.48886, 3.09903]],
  "forces_ev_per_a": [[0.21, 0.44, 0.44], [-0.21, -0.34, -0.38], [-0.15, -1.62, -1.18], [-0.08, 0.96, -0.20], [0.13, 0.09, 0.27], [0.23, -0.06, -0.41], [-0.86, -0.20, 1.38], [3.16, 2.08, -1.18], [1.03, -1.40, 0.17], [-1.08, 0.17, -1.02], [-2.38, -0.13, 2.11]],
  "mulliken_charge": [-0.07, 0.07, -0.32, 0.02, 0.43, 0.92, -0.18, 1.04, -0.54, -0.66, 1.29]
}


{
  "formula": "C4HLiO5V",
  "method": "ωB97M-V with the def2-TZVPD basis set",
  "homo_lumo_gap_ev": [5.48, 5.14],
  "charge": 1,
  "spin_multiplicity": 5,
  "largest_force_ev_per_a": 4.71,
  "lumo_ev": [-6.174, -6.252],
  "e_homo_ev": [-11.66, -11.39],
  "symbols": ["O", "O", "O", "C", "C", "C", "H", "V", "O", "C", "O", "Li"],
  "positions_angstrom": [[-1.95884, -0.96731, -0.78293], [0.19739, -0.53413, -0.21209], [-1.23250, -1.33734, 1.25255], [1.37850, 1.04681, -1.54611], [0.50285, 0.02937, -1.42407], [-1.02901, -1.02273, 0.05152], [1.72472, 1.29649, -2.55395], [-3.03100, -1.62055, 0.67443], [1.87936, 1.26062, 1.53627], [1.60695, 2.32186, 1.02407], [1.67583, 1.95062, -0.60654], [1.74066, -0.55576, 1.09930]],
  "forces_ev_per_a": [[-0.52, -0.59, -0.54], [-0.50, -1.32, 1.89], [-0.08, -1.08, 1.20], [0.53, 1.92, 1.74], [-0.71, -0.25, -1.77], [3.23, 3.09, -1.49], [0.10, -0.27, 0.25], [-1.82, -0.39, 0.42], [-0.37, 0.82, 0.41], [0.28, -2.05, 1.10], [-0.25, -0.54, -3.22], [0.11, 0.69, 0.01]],
  "mulliken_charge": [-0.59, -0.19, -0.67, 0.05, -0.33, 1.07, 0.38, 1.21, -0.48, -0.02, -0.38, 0.93]
}


{
  "formula": "C4HN5",
  "method": "ωB97M-V with the def2-TZVPD basis set",
  "homo_lumo_gap_ev": [7.05, 6.57],
  "largest_force_ev_per_a": 2.41,
  "lumo_ev": [-2.580, -3.120],
  "e_homo_ev": [-9.63, -9.69],
  "symbols": ["C", "C", "C", "C", "N", "N", "N", "N", "N", "H"],
  "positions_angstrom": [[-0.45067, 0.90889, -0.16014], [2.18653, 0.48492, 0.11498], [-1.62052, -0.01576, 0.02111], [0.95454, -0.11524, -0.08106], [-0.14018, 2.05425, -0.22059], [3.26526, 0.85167, 0.18867], [-1.63549, -1.26807, 0.07998], [0.55794, -1.29709, -0.10073], [-0.49764, -1.96875, -0.07386], [-2.61975, 0.36517, 0.23163]],
  "forces_ev_per_a": [[-0.47, 0.12, 0.25], [-0.03, -0.52, -0.15], [-0.78, 1.21, 0.64], [-1.43, -0.19, -0.28], [-0.18, -0.22, -0.11], [0.91, 0.57, 0.20], [-0.11, -0.07, -0.09], [0.33, 0.24, 0.26], [1.26, -2.03, -0.34], [0.49, 0.88, -0.37]],
  "mulliken_charge": [0.63, 0.11, -0.24, 0.51, -0.40, -0.36, -0.16, 0.33, -0.84, 0.43]
}


{
  "formula": "C4HNO4",
  "method": "ωB97M-V with the def2-TZVPD basis set",
  "homo_lumo_gap_ev": 8.20,
  "relative_energy_kcal_mol": 24.2,
  "largest_force_ev_per_a": 3.26,
  "lumo_ev": -2.420,
  "e_homo_ev": -10.62,
  "symbols": ["O", "C", "C", "N", "O", "C", "O", "C", "O", "H"],
  "positions_angstrom": [[-2.56864, 0.65427, 0.18163], [-1.89878, -0.33245, 0.04398], [-0.41407, -0.32327, -0.03617], [0.23772, -1.42198, -0.09692], [1.63400, -1.12763, -0.06059], [1.81613, 0.22012, 0.08935], [2.89049, 0.78633, 0.19411], [0.41954, 0.89070, -0.04992], [0.15377, 2.04202, -0.21606], [-2.27019, -1.38811, -0.04940]],
  "forces_ev_per_a": [[0.32, -0.54, -0.02], [-0.27, -0.92, -0.29], [-0.99, 0.27, -0.13], [0.32, 0.88, 0.27], [-0.07, 0.15, 0.18], [2.42, 2.14, -0.40], [-2.37, -1.76, -0.11], [0.73, -0.32, 0.17], [0.26, -0.54, 0.19], [-0.36, 0.64, 0.14]],
  "mulliken_charge": [-0.42, -0.14, 0.58, -0.33, -0.17, 0.40, -0.46, 0.66, -0.44, 0.33]
}